The following is a DFT calculation (ωB97M-V with the def2-TZVPD basis set) of a single C5H8O2 molecule.

Results
SMILES string: C=CCOCC=O
Gap between HOMO and LUMO in eV: 10.4
Highest occupied orbital energy in eV: -9.50

```
! RIJCOSX wB97M-V def2-TZVPD def2/J DEFGRID3
* xyz 0 1
C 1.969 0.362 1.247
C 1.669 0.520 -0.037
O -0.240 -1.950 -0.661
C -1.351 -1.490 -0.586
C -1.721 -0.185 0.096
O -0.670 0.643 0.470
C 0.303 0.910 -0.529
H 1.213 0.484 2.018
H 2.973 0.096 1.562
H 2.429 0.378 -0.804
H -2.220 -2.013 -1.042
H 0.071 0.385 -1.463
H -2.460 0.334 -0.537
H -2.248 -0.460 1.019
H 0.282 1.986 -0.755
*
```

=====

The following is a DFT calculation (ωB97M-V with the def2-TZVPD basis set) of a molecular structure, C5H8O2.

Results
Gap between HOMO and LUMO in eV: 9.6
Highest occupied orbital energy in eV: -8.78

```
! RIJCOSX wB97M-V def2-TZVPD def2/J DEFGRID3
* xyz 0 1
O -0.739 -0.977 -1.073
C 0.160 -0.271 -0.242
C -0.538 0.895 0.451
C -1.637 0.416 1.366
O -2.075 -0.715 1.369
C 1.413 0.127 -1.071
C 1.183 -0.971 0.531
H -1.387 -1.361 -0.459
H 0.174 1.480 1.044
H -0.997 1.576 -0.281
H -2.054 1.172 2.062
H 1.627 1.194 -1.019
H 1.278 -0.249 -2.084
H 1.269 -1.960 0.039
H 2.323 -0.357 -0.632
*
```

=====

The following is a DFT calculation (ωB97M-V with the def2-TZVPD basis set) of 3 unconnected molecules or ions with the total composition C5H8O2.

Results
SMILES string: C1=CC1.C=O.C=O
Gap between HOMO and LUMO in eV: 9.0
Highest occupied orbital energy in eV: -8.97

```
! RIJCOSX wB97M-V def2-TZVPD def2/J DEFGRID3
* xyz 0 1
C 1.157 0.670 -1.514
C -0.281 0.400 -1.833
O -0.476 -1.936 -0.420
C -0.053 -1.937 0.705
C -0.689 0.484 1.956
O -0.066 1.435 1.562
C -0.049 1.506 -1.209
H 1.663 0.114 -0.714
H 1.836 0.978 -2.313
H -0.968 -0.292 -2.290
H 0.989 -1.654 0.951
H -0.696 -2.215 1.565
H -1.680 0.205 1.549
H -0.292 -0.173 2.757
H -0.396 2.416 -0.752
*
```

=====

The following is a DFT calculation (ωB97M-V with the def2-TZVPD basis set) of a single C5H8O2 molecule.

Results
SMILES string: C[C@@]1(O)CCC1=O
Gap between HOMO and LUMO in eV: 10.3
Highest occupied orbital energy in eV: -9.45

```
! RIJCOSX wB97M-V def2-TZVPD def2/J DEFGRID3
* xyz 0 1
C -1.470 -0.554 -0.359
C -0.350 0.466 -0.189
O -0.821 1.758 -0.453
C 0.549 0.275 1.069
C 1.598 -0.490 0.225
C 0.874 0.024 -1.022
O 1.151 0.100 -2.187
H -2.334 -0.257 0.251
H -1.775 -0.573 -1.411
H -1.175 -1.564 -0.060
H -1.755 1.782 -0.205
H 0.928 1.246 1.400
H 0.110 -0.257 1.918
H 2.645 -0.190 0.315
H 1.533 -1.580 0.315
*
```

=====

The following is a DFT calculation (ωB97M-V with the def2-TZVPD basis set) of a single C5H8O2 molecule.

Results
SMILES string: CCC(=O)CC=O
Gap between HOMO and LUMO in eV: 10.2
Highest occupied orbital energy in eV: -9.89

```
! RIJCOSX wB97M-V def2-TZVPD def2/J DEFGRID3
* xyz 0 1
C -0.927 -0.809 -1.179
C 0.084 0.335 -1.255
C 0.785 -0.304 1.168
C 1.072 0.469 -0.110
O 1.960 1.293 -0.134
C -0.300 0.564 1.794
O -1.423 0.188 2.023
H -0.435 -1.788 -1.203
H -1.604 -0.759 -2.036
H -1.542 -0.765 -0.274
H -0.439 1.303 -1.293
H 0.683 0.282 -2.170
H 0.398 -1.312 1.006
H 1.708 -0.329 1.757
H -0.020 1.633 1.905
*
```

=====

The following is a DFT calculation (ωB97M-V with the def2-TZVPD basis set) of a single C5H8O2 molecule.

Results
SMILES string: CC1(OC=O)CC1
Gap between HOMO and LUMO in eV: 11.3
Highest occupied orbital energy in eV: -10.27

```
! RIJCOSX wB97M-V def2-TZVPD def2/J DEFGRID3
* xyz 0 1
C -0.357 1.520 -0.211
C -0.098 0.111 0.271
C -0.755 -0.978 -0.481
C -1.235 -0.564 0.961
O 1.245 -0.060 0.758
C 2.131 -0.425 -0.191
O 1.884 -0.545 -1.361
H 0.318 1.746 -1.038
H -0.177 2.217 0.610
H -1.389 1.666 -0.561
H -1.218 -0.737 -1.442
H -0.316 -1.982 -0.492
H -2.108 0.036 1.272
H -1.045 -1.373 1.666
H 3.131 -0.626 0.233
*
```

=====

The following is a DFT calculation (ωB97M-V with the def2-TZVPD basis set) of a single C5H8O2 molecule at a distorted geometry.

Results
Gap between HOMO and LUMO (alpha / beta) in eV: 7.9 / 7.9
Highest occupied orbital energy (alpha / beta) in eV: -8.77 / -8.77

```
! RIJCOSX wB97M-V def2-TZVPD def2/J DEFGRID3
* xyz 0 1
C -2.711 -0.728 -0.488
C -1.638 -0.075 -0.030
C 0.260 1.324 -0.470
C 0.722 -1.035 0.487
C -0.224 0.214 0.466
O -3.876 -0.285 -0.218
O -3.599 0.805 0.710
H -2.528 -1.609 -1.109
H -0.354 2.092 -0.398
H 0.347 0.780 -1.522
H 1.207 1.574 -0.127
H 1.369 -1.029 -0.355
H 0.082 -1.916 0.444
H 1.262 -0.923 1.357
H -0.554 0.636 1.540
*
```

=====

The following is a DFT calculation (ωB97M-V with the def2-TZVPD basis set) of a molecular structure, C5H8O2 at a distorted geometry.

Results
Gap between HOMO and LUMO in eV: 9.5
Highest occupied orbital energy in eV: -8.79

```
! RIJCOSX wB97M-V def2-TZVPD def2/J DEFGRID3
* xyz 0 1
C -0.830 -0.776 -0.511
C 0.437 -1.581 0.511
C 0.490 -0.096 -0.818
C 0.760 1.216 -0.142
C -0.117 2.191 0.052
O -1.811 -0.332 0.300
O 1.062 -0.405 -1.883
H -1.430 0.073 1.094
H -1.227 -1.367 -1.338
H 1.810 1.355 0.091
H 1.457 -1.888 0.295
H 0.425 -1.077 1.480
H -0.048 -2.548 0.628
H -1.154 2.099 -0.243
H 0.176 3.137 0.484
*
```

=====

In the order shown, the computed energy values come out to -9407.7574; -9405.5338; -9404.7892; -9408.7608; -9409.0760; -9408.6151; -9401.5466; -9406.3709 eV.
In the order shown, the computed ΔE to the lowest compared entry with this formula, charge and spin values come out to 47.8; 99.1; 116.3; 24.7; 17.4; 28.1; 191.1; 79.8 kcal/mol.